The following is a DFT calculation (ωB97M-V/def2-TZVPD) of a structure of composition C3H5F3.

Structure (XYZ):
```
11
Properties=species:S:1:pos:R:3:forces:R:3
C -0.20752 -0.76816 0.20478 0.670 0.057 -1.516
C 0.96484 -0.10972 -0.41821 3.378 3.210 1.897
C 1.17638 1.83994 -0.19647 0.906 -5.667 0.271
F 1.04093 -0.21639 -1.79558 -0.249 -0.443 0.666
F 0.53843 2.20277 0.86748 -1.124 0.725 2.341
F 2.48275 2.17124 -0.03718 -0.701 -0.145 -0.708
H -0.41102 -0.49373 1.19238 0.086 0.696 1.577
H 0.04710 -1.81724 0.19175 -0.605 -0.512 -0.179
H -1.02079 -0.48057 -0.39054 -1.712 -0.283 -0.750
H 1.85598 -0.61028 0.12052 -0.599 1.220 -1.459
H 0.64586 2.19055 -1.01508 -0.051 1.142 -2.139
```
Forces are in eV/Å.

Summary:
DFT total energy ... -11342.6319 eV
HOMO level ... -9.959 eV
Gap between HOMO and LUMO ... 11.04 eV
Energy relative to the best compared isomer or geometry (same formula, charge and spin) ... 56.3 kcal/mol

=====

The following is a DFT calculation (ωB97M-V/def2-TZVPD) of a cluster of 3 separate species, C3H5F3O in total.

Structure (XYZ):
```
12
Properties=species:S:1:pos:R:3:forces:R:3
O -0.65539 0.40831 1.25836 0.758 -0.081 0.902
C -0.88128 0.67203 0.15145 -1.035 -0.294 -0.613
F -1.55838 -0.11469 -0.65810 -0.415 0.094 -0.270
F -0.65168 1.79014 -0.46808 0.253 0.428 -0.080
C 1.01664 -1.11107 -0.82167 0.119 -1.051 1.409
C 1.15985 -0.14871 -1.69014 0.686 2.676 -0.154
H 1.57239 -1.28453 0.11475 0.324 0.041 -0.971
H 0.16339 -1.73628 -0.94575 -0.536 -0.536 0.168
H 2.02583 0.59493 -1.58442 -1.480 -1.052 -0.469
H 0.25449 0.10611 -2.29486 1.477 -0.348 -0.235
F -1.43699 0.77116 3.65110 -0.505 0.593 0.775
H -1.00888 0.05258 3.28736 0.354 -0.471 -0.462
```
Forces are in eV/Å.

Summary:
DFT total energy ... -13390.8411 eV
HOMO level ... -10.712 eV
Gap between HOMO and LUMO ... 11.50 eV
SMILES ... O=C(F)F.C=C.F
Energy relative to the best compared isomer or geometry (same formula, charge and spin) ... 3.3 kcal/mol

=====

The following is a DFT calculation (ωB97M-V/def2-TZVPD) of the molecule C3H5F3O2S.

Structure (XYZ):
```
14
Properties=species:S:1:pos:R:3:forces:R:3
C -1.06702 1.28235 1.02254 2.034 -3.339 -3.539
S 0.14700 -0.08427 0.66505 -4.189 1.586 0.691
O 1.32355 -0.06275 1.41837 2.571 -0.010 1.284
O 0.32050 0.08253 -0.89722 -0.620 -1.933 0.173
C 0.73176 1.28893 -1.45079 0.693 0.707 -2.965
C -0.20943 -2.09709 0.56483 1.476 1.028 -1.551
F -1.37548 -2.27794 0.01497 -0.980 -0.079 -0.722
F -0.21372 -2.68757 1.72598 0.384 0.211 0.848
F 0.75853 -2.67252 -0.22266 -0.914 0.663 0.841
H -1.58887 1.37015 1.95286 -0.011 -0.566 0.585
H -1.64930 0.96928 0.09822 -0.310 1.061 1.248
H 1.64469 1.56927 -1.09962 2.636 0.736 1.990
H 0.07678 2.09372 -1.24819 -1.011 0.566 -0.197
H 1.10101 1.22591 -2.54434 -1.758 -0.632 1.316
```
Forces are in eV/Å.

Summary:
DFT total energy ... -26269.8784 eV
HOMO level ... -8.905 eV
Gap between HOMO and LUMO ... 9.25 eV
SMILES ... C=[S@](=O)(OC)C(F)(F)F
Energy relative to the best compared isomer or geometry (same formula, charge and spin) ... 90.2 kcal/mol

=====

The following is a DFT calculation (ωB97M-V/def2-TZVPD) of a cluster of 2 separate species, C3H5F3Si in total.

Structure (XYZ):
```
12
Properties=species:S:1:pos:R:3:forces:R:3
C 0.56696 -1.90472 -0.37709 -0.142 -0.938 -1.070
C 0.24680 -0.71583 -0.71281 -0.548 2.235 -1.118
C 0.08036 0.18243 -1.85968 0.336 -0.005 -1.967
F -1.13927 0.28332 2.93047 -0.262 -0.797 -0.250
F 0.85468 1.65522 3.11677 0.023 0.197 -0.809
F -1.35922 2.57737 2.07794 0.990 -0.572 -0.482
Si -0.31467 1.32117 2.06042 -0.696 0.698 1.031
H 0.12998 -2.12913 0.55118 0.289 -1.276 1.448
H 0.89160 -2.63474 -1.14944 -0.016 0.268 0.820
H -0.96033 0.24766 -2.24719 0.461 -0.605 0.422
H 0.74381 -0.09025 -2.79973 -1.031 0.343 1.899
H 0.25929 1.20750 -1.59084 0.596 0.451 0.075
```
Forces are in eV/Å.

Summary:
DFT total energy ... -19222.6160 eV
HOMO level (alpha / beta) ... -9.771 / -8.840 eV
Gap between HOMO and LUMO (alpha / beta) ... 9.23 / 6.73 eV
Energy relative to the best compared isomer or geometry (same formula, charge and spin) ... 71.8 kcal/mol

=====

The following is a DFT calculation (ωB97M-V/def2-TZVPD) of the molecule C3H5FN2.

Structure (XYZ):
```
11
Properties=species:S:1:pos:R:3:forces:R:3
N -2.28288 -1.52700 -0.17237 0.705 0.234 -0.266
C -1.24515 -1.06148 0.02603 -3.504 -2.200 -0.633
C -0.11713 -0.43686 0.47743 3.879 4.377 -3.001
N 1.21377 -0.99438 0.22200 -0.358 -1.374 -1.546
C -0.12493 1.18625 -0.33576 0.915 -2.310 0.983
F -1.09168 1.89411 0.33498 0.377 0.235 -0.831
H -0.21026 -0.17471 1.49084 -0.074 0.234 1.392
H 1.76563 -0.18309 0.45301 1.056 -0.463 -0.488
H 1.43366 -1.43992 -0.76971 -0.910 1.764 2.812
H -0.24584 1.07236 -1.43588 -0.926 -0.035 0.735
H 0.90481 1.66473 -0.29057 -1.160 -0.462 0.842
```
Forces are in eV/Å.

Summary:
DFT total energy ... -8887.5591 eV
HOMO level ... -9.721 eV
Gap between HOMO and LUMO ... 10.34 eV
SMILES ... N#C[C@@H](N)CF
Energy relative to the best compared isomer or geometry (same formula, charge and spin) ... 36.6 kcal/mol

=====

The following is a DFT calculation (ωB97M-V/def2-TZVPD) of the molecule C3H5FN2OS.

Structure (XYZ):
```
13
Properties=species:S:1:pos:R:3:forces:R:3
N -0.87284 -2.39696 0.17518 -0.783 0.362 0.696
N 0.03007 -1.40717 0.11001 0.624 1.574 -0.629
C -0.30842 -0.20194 -0.23819 -1.282 -1.350 0.040
C -1.72581 0.24457 -0.48637 -0.065 0.330 0.359
F -2.44513 0.08051 0.73743 0.192 -0.067 -0.789
C 0.68159 0.87228 -0.38401 1.505 1.830 -0.209
O 0.48449 1.96845 -0.90249 -0.549 -1.676 0.609
S 2.26730 0.60357 0.34805 0.244 0.519 -0.255
H -0.51596 -3.15969 0.73077 0.271 -0.096 -0.188
H -1.76633 -2.10734 0.57515 -0.053 0.037 -0.402
H -1.71021 1.32579 -0.73665 -0.243 -0.795 0.092
H -2.21459 -0.35450 -1.27074 0.015 0.194 0.353
H 2.07572 -0.69409 0.37074 0.121 -0.862 0.323
```
Forces are in eV/Å.

Summary:
DFT total energy ... -21771.1103 eV
HOMO level ... -9.679 eV
Gap between HOMO and LUMO ... 9.34 eV
SMILES ... N/N=C(\CF)C(=O)S
Energy relative to the best compared isomer or geometry (same formula, charge and spin) ... 10.9 kcal/mol